(1)
Here is a 3-piece molecular cluster, C31H65F3N6O5PS overall from the OMol25 dataset. Energies are from ωB97M-V/def2-TZVPD.

Summary:
frontier orbital gap: 5.14 eV
highest occupied orbital energy: -9.13 eV
energy: -2963.7153 Eh
net charge: +1

Last columns: bonded neighbours and bond lengths (Å).
Positions of all 112 atoms, in Å:
1 C 0.00426 3.22553 -4.78639  C2 1.523, H34 1.092, H35 1.090, H36 1.094
2 C -0.03375 3.21150 -6.30848  C1 1.523, O3 1.423, H37 1.095, H38 1.091
3 O -0.58227 1.99568 -6.80313  C2 1.423, C4 1.405
4 C -1.95614 2.07738 -7.08801  O3 1.405, C5 1.534, H39 1.100, H40 1.097
5 C -2.46076 0.70988 -7.56481  C4 1.534, O6 1.433, H41 1.092, H42 1.090
6 O -1.66575 -0.37542 -7.07205  C5 1.433, N7 1.436
7 N -2.28166 -1.05542 -5.96750  O6 1.436, C8 1.434, C30 1.484
8 C -1.73785 -0.34860 -4.84517  N7 1.434, N9 1.352, N10 1.293
9 N -2.58362 0.36660 -4.07027  C8 1.352, H43 1.009, H44 1.007
10 N -0.45925 -0.40093 -4.66054  C8 1.293, C11 1.531, H45 1.015
11 C 0.24852 -1.75901 -4.66529  N10 1.531, C12 1.531, C18 1.538, C25 1.547
12 C -0.16154 -2.38516 -3.32987  C11 1.531, C13 1.533, H46 1.097, H47 1.089
13 C 0.19369 -1.59292 -2.06602  C12 1.533, C14 1.547, H48 1.094, H49 1.092
14 C -0.08057 -2.43008 -0.79402  C13 1.547, C15 1.512, H50 1.092, H51 1.087
15 C -1.22900 -1.78989 -0.04839  C14 1.512, O16 1.199, O17 1.340
16 O -2.32491 -1.67259 -0.51949  C15 1.199
17 O -0.89611 -1.34374 1.17029  C15 1.340, H52 0.969
18 C 1.74837 -1.43803 -4.77988  C11 1.538, C19 1.543, H53 1.089, H54 1.094
19 C 2.72442 -2.47683 -4.19010  C18 1.543, C20 1.504, H55 1.091, H56 1.090
20 C 3.81887 -2.83263 -5.15851  C19 1.504, F21 1.351, C22 1.314
21 F 3.51826 -2.75739 -6.47342  C20 1.351
22 C 5.02661 -3.22922 -4.82570  C20 1.314, F23 1.325, F24 1.315
23 F 5.40642 -3.37861 -3.56532  C22 1.325
24 F 5.99231 -3.52032 -5.66991  C22 1.315
25 C -0.27219 -2.53483 -5.89839  C11 1.547, C26 1.541, C30 1.545, H57 1.095
26 C 0.24746 -3.98305 -5.98971  C25 1.541, C27 1.533, H58 1.095, H59 1.091
27 C -0.48970 -5.07146 -5.20177  C26 1.533, C28 1.528, H60 1.088, H61 1.092
28 C 0.36282 -6.33498 -5.09200  C27 1.528, S29 1.819, H62 1.089, H63 1.092
29 S -0.60020 -7.59638 -4.20267  C28 1.819, H64 1.336
30 C -1.80670 -2.45783 -6.06079  N7 1.484, C25 1.545, P31 1.934, H65 1.094
31 P -2.27207 -2.98981 -7.86116  C30 1.934, N32 1.714, O33 1.632
32 N -3.90943 -2.49198 -7.94949  P31 1.714, H66 1.013, H67 1.016
33 O -2.49723 -4.59621 -7.68357  P31 1.632, H68 0.965
34 H 0.82008 2.60262 -4.41233  C1 1.092
35 H 0.16039 4.23538 -4.40573  C1 1.090
36 H -0.94357 2.85606 -4.38263  C1 1.094
37 H -0.60091 4.07126 -6.68051  C2 1.095
38 H 0.97249 3.30111 -6.71919  C2 1.091
39 H -2.51853 2.40987 -6.20251  C4 1.100
40 H -2.14570 2.80853 -7.88311  C4 1.097
41 H -3.49172 0.56809 -7.23292  C5 1.092
42 H -2.42274 0.62329 -8.65076  C5 1.090
43 H -3.40019 -0.08637 -3.68859  N9 1.009
44 H -2.43272 1.33857 -3.85371  N9 1.007
45 H -0.13865 0.19583 -3.90423  N10 1.015
46 H -1.24898 -2.52540 -3.31856  C12 1.097
47 H 0.26906 -3.38198 -3.24213  C12 1.089
48 H -0.44856 -0.70785 -2.02399  C13 1.094
49 H 1.22527 -1.23599 -2.09611  C13 1.092
50 H -0.41569 -3.42751 -1.08490  C14 1.092
51 H 0.79980 -2.51729 -0.16227  C14 1.087
52 H -1.50572 -0.64033 1.44048  O17 0.969
53 H 1.96323 -1.24076 -5.82952  C18 1.089
54 H 1.92224 -0.49283 -4.25693  C18 1.094
55 H 2.21220 -3.39452 -3.89718  C19 1.091
56 H 3.21043 -2.05882 -3.30831  C19 1.090
57 H 0.13003 -2.00481 -6.76759  C25 1.095
58 H 0.19734 -4.26675 -7.04565  C26 1.095
59 H 1.30803 -4.01480 -5.73367  C26 1.091
60 H -1.42097 -5.34919 -5.69033  C27 1.088
61 H -0.74315 -4.75713 -4.18764  C27 1.092
62 H 0.65046 -6.69918 -6.07713  C28 1.089
63 H 1.25969 -6.12627 -4.50457  C28 1.092
64 H -0.08589 -8.68237 -4.78700  S29 1.336
65 H -2.37168 -3.02913 -5.31833  C30 1.094
66 H -4.05401 -1.53799 -7.64063  N32 1.013
67 H -4.53298 -3.08293 -7.40785  N32 1.016
68 H -3.09461 -4.87607 -6.97898  O33 0.965
69 C 1.00810 -1.63677 4.05396  C70 1.521, H76 1.091, H77 1.091, H78 1.090
70 C -0.28257 -0.96564 4.49820  C69 1.521, N71 1.449, H79 1.095, H80 1.105
71 N -0.53847 -1.11307 5.91634  C70 1.449, C72 1.453, C74 1.455
72 C -1.89524 -0.76717 6.30375  N71 1.453, C73 1.534, H81 1.093, H82 1.095
73 C -2.34990 0.68712 6.12999  C72 1.534, H83 1.089, H84 1.091, H85 1.092
74 C 0.51894 -0.64041 6.79736  N71 1.455, C75 1.533, H86 1.093, H87 1.092
75 C 0.95367 0.82351 6.66644  C74 1.533, H88 1.092, H89 1.092, H90 1.089
76 H 1.02575 -2.67914 4.37459  C69 1.091
77 H 1.07843 -1.61063 2.96600  C69 1.091
78 H 1.89375 -1.14064 4.45193  C69 1.090
79 H -1.11477 -1.44237 3.97042  C70 1.095
80 H -0.26734 0.08998 4.17230  C70 1.105
81 H -2.02912 -1.06038 7.34786  C72 1.093
82 H -2.56702 -1.41046 5.72635  C72 1.095
83 H -1.89761 1.35035 6.86622  C73 1.089
84 H -3.43190 0.74941 6.25930  C73 1.091
85 H -2.11508 1.07134 5.13567  C73 1.092
86 H 1.39550 -1.27429 6.64436  C74 1.093
87 H 0.20149 -0.83659 7.82390  C74 1.092
88 H 1.11970 1.11235 5.62699  C75 1.092
89 H 1.89526 0.97248 7.19878  C75 1.092
90 H 0.22895 1.51134 7.09853  C75 1.089
91 C 2.53446 4.93489 11.27535  C92 1.521, H98 1.091, H99 1.091, H100 1.090
92 C 1.75144 4.51215 10.04184  C91 1.521, N93 1.453, H101 1.094, H102 1.102
93 N 0.70894 5.45698 9.68056  C92 1.453, C94 1.450, C96 1.454
94 C -0.23863 4.93462 8.71516  N93 1.450, C95 1.534, H103 1.093, H104 1.095
95 C 0.27491 4.58833 7.31211  C94 1.534, H105 1.090, H106 1.093, H107 1.091
96 C 1.14678 6.82779 9.47344  N93 1.454, C97 1.534, H108 1.092, H109 1.093
97 C 2.23211 7.08378 8.42026  C96 1.534, H110 1.091, H111 1.091, H112 1.089
98 H 1.85858 5.14739 12.10445  C91 1.091
99 H 3.20867 4.13293 11.57794  C91 1.091
100 H 3.14355 5.82065 11.09251  C91 1.090
101 H 1.25902 3.55736 10.24753  C92 1.094
102 H 2.46164 4.32168 9.22038  C92 1.102
103 H -1.06180 5.64920 8.62920  C94 1.093
104 H -0.67574 4.03067 9.15239  C94 1.095
105 H 0.48415 5.47709 6.71769  C95 1.090
106 H -0.48586 4.01410 6.77740  C95 1.093
107 H 1.17829 3.97812 7.35133  C95 1.091
108 H 1.50394 7.21455 10.43051  C96 1.092
109 H 0.26062 7.42180 9.23653  C96 1.093
110 H 3.06670 6.38848 8.52336  C97 1.091
111 H 2.63106 8.09203 8.54481  C97 1.091
112 H 1.85159 7.00746 7.40251  C97 1.089

---

(2)
Here is a 7-piece molecular cluster, C31H66NO9S overall at a distorted geometry from the OMol25 dataset. Energies are from ωB97M-V/def2-TZVPD.

Summary:
frontier orbital gap: 8.31 eV
highest occupied orbital energy: -10.84 eV
energy: -2350.4315 Eh
net charge: +1

Last columns: bonded neighbours and bond lengths (Å).
Positions of all 108 atoms, in Å:
1 C 1.15439 1.34263 0.47376  C2 1.533, H13 1.088, H14 1.083, H15 1.081
2 C 1.54721 0.41444 -0.68176  C1 1.533, C3 1.530, C4 1.547, H16 1.087
3 C 0.62918 0.61615 -1.88944  C2 1.530, H17 1.091, H18 1.081, H19 1.084
4 C 1.73827 -1.06277 -0.26499  C2 1.547, C5 1.532, C6 1.513, H20 1.086
5 C 1.79832 -1.98770 -1.48453  C4 1.532, H21 1.085, H22 1.083, H23 1.085
6 C 0.78302 -1.53987 0.80685  C4 1.513, O7 1.450, H24 1.093, H25 1.079
7 O -0.57699 -1.05517 0.67183  C6 1.450, N8 1.375
8 N -1.33018 -1.85408 -0.15584  O7 1.375, S9 1.839, H26 1.030, H27 1.037
9 S -3.06211 -1.24354 -0.04920  N8 1.839, C10 1.775, O11 1.400, O12 1.410
10 C -3.60464 -0.84095 -1.69098  S9 1.775, H28 1.086, H29 1.083, H30 1.080
11 O -2.98844 -0.05163 0.68207  S9 1.400
12 O -3.83487 -2.25635 0.55525  S9 1.410
13 H 0.08174 1.52186 0.44215  C1 1.088
14 H 1.34103 0.90696 1.44768  C1 1.083
15 H 1.62912 2.31065 0.39462  C1 1.081
16 H 2.52474 0.74902 -1.01944  C2 1.087
17 H -0.29582 0.04189 -1.81624  C3 1.091
18 H 1.14161 0.30407 -2.78913  C3 1.081
19 H 0.38923 1.66953 -1.97241  C3 1.084
20 H 2.72791 -1.13500 0.17612  C4 1.086
21 H 2.16327 -2.95228 -1.14868  C5 1.085
22 H 2.47031 -1.53046 -2.20021  C5 1.083
23 H 0.84629 -2.07839 -1.99648  C5 1.085
24 H 0.76491 -2.63213 0.78898  C6 1.093
25 H 1.14357 -1.28630 1.79140  C6 1.079
26 H -1.29520 -2.85199 0.09769  N8 1.030
27 H -1.06373 -1.79830 -1.15688  N8 1.037
28 H -3.03213 -1.35429 -2.45776  C10 1.086
29 H -3.43287 0.22267 -1.79779  C10 1.083
30 H -4.66549 -1.02954 -1.76172  C10 1.080
31 C -4.46677 3.76966 2.17096  C32 1.527, C35 1.521, H36 1.089, H37 1.092
32 C -4.99824 4.65942 1.05016  C31 1.527, C33 1.523, H38 1.093, H39 1.089
33 C -3.71286 5.25287 0.48881  C32 1.523, O34 1.432, H40 1.095, H41 1.090
34 O -2.69326 4.26576 0.68273  C33 1.432, C35 1.430
35 C -3.17752 3.24352 1.55782  C31 1.521, O34 1.430, H42 1.093, H43 1.091
36 H -5.14993 2.97410 2.46542  C31 1.089
37 H -4.24674 4.37327 3.05440  C31 1.092
38 H -5.49350 4.04869 0.29051  C32 1.093
39 H -5.70156 5.41875 1.38729  C32 1.089
40 H -3.42413 6.15946 1.03035  C33 1.095
41 H -3.78362 5.49236 -0.57226  C33 1.090
42 H -3.35839 2.34401 0.96374  C35 1.093
43 H -2.41448 3.01552 2.30367  C35 1.091
44 C -8.50998 0.48690 -2.44598  C45 1.526, C48 1.521, H49 1.088, H50 1.093
45 C -8.38515 0.71840 -0.94325  C44 1.526, C46 1.520, H51 1.092, H52 1.088
46 C -6.87673 0.72671 -0.75339  C45 1.520, O47 1.435, H53 1.098, H54 1.091
47 O -6.31381 1.24181 -1.96896  C46 1.435, C48 1.437
48 C -7.33293 1.28839 -2.98127  C44 1.521, O47 1.437, H55 1.094, H56 1.090
49 H -9.46204 0.80961 -2.86175  C44 1.088
50 H -8.38108 -0.57395 -2.67396  C44 1.093
51 H -8.80134 1.69255 -0.68017  C45 1.092
52 H -8.88181 -0.03761 -0.33822  C45 1.088
53 H -6.49488 -0.29062 -0.59347  C46 1.098
54 H -6.55601 1.34966 0.08233  C46 1.091
55 H -7.60678 2.33459 -3.14361  C48 1.094
56 H -6.93257 0.88784 -3.91274  C48 1.090
57 C -0.20324 -5.13185 -4.45046  C58 1.526, C61 1.519, H62 1.087, H63 1.092
58 C -0.67298 -6.03256 -3.31141  C57 1.526, C59 1.519, H64 1.091, H65 1.088
59 C -0.64933 -5.07959 -2.12847  C58 1.519, O60 1.440, H66 1.096, H67 1.092
60 O -0.93374 -3.76931 -2.65466  C59 1.440, C61 1.442
61 C -0.85420 -3.80605 -4.09386  C57 1.519, O60 1.442, H68 1.094, H69 1.090
62 H -0.49189 -5.48709 -5.43683  C57 1.087
63 H 0.88404 -5.03578 -4.42685  C57 1.092
64 H -1.69287 -6.37228 -3.50035  C58 1.091
65 H -0.04668 -6.90805 -3.15655  C58 1.088
66 H 0.33994 -5.05194 -1.65799  C59 1.096
67 H -1.39073 -5.33282 -1.36787  C59 1.092
68 H -1.86953 -3.73929 -4.49502  C61 1.094
69 H -0.28459 -2.94491 -4.44457  C61 1.090
70 C 4.53061 -5.13287 1.03131  C71 1.526, C74 1.523, H75 1.088, H76 1.093
71 C 5.78351 -4.37401 0.60380  C70 1.526, C72 1.521, H77 1.092, H78 1.088
72 C 5.24322 -2.96595 0.40648  C71 1.521, O73 1.435, H79 1.096, H80 1.089
73 O 4.15789 -2.81379 1.33331  C72 1.435, C74 1.433
74 C 3.81301 -4.09226 1.88026  C70 1.523, O73 1.433, H81 1.094, H82 1.093
75 H 4.73624 -6.05214 1.57631  C70 1.088
76 H 3.92939 -5.38462 0.15335  C70 1.093
77 H 6.51841 -4.38498 1.41089  C71 1.092
78 H 6.25617 -4.77362 -0.29124  C71 1.088
79 H 4.85116 -2.82720 -0.60791  C72 1.096
80 H 5.98563 -2.19202 0.59505  C72 1.089
81 H 4.15109 -4.12447 2.92026  C74 1.094
82 H 2.72655 -4.21120 1.86733  C74 1.093
83 C 0.06563 3.04769 4.29561  C84 1.526, C87 1.523, H88 1.090, H89 1.093
84 C 0.15816 4.19037 3.28912  C83 1.526, C85 1.522, H90 1.093, H91 1.089
85 C 0.70139 5.32036 4.15164  C84 1.522, O86 1.430, H92 1.095, H93 1.090
86 O 1.51380 4.70614 5.15594  C85 1.430, C87 1.427
87 C 1.29788 3.29535 5.15629  C83 1.523, O86 1.427, H94 1.096, H95 1.090
88 H 0.05973 2.05718 3.84003  C83 1.090
89 H -0.84132 3.15131 4.89619  C83 1.093
90 H 0.87611 3.93861 2.50420  C84 1.093
91 H -0.78910 4.43945 2.81351  C84 1.089
92 H -0.10842 5.86499 4.64847  C85 1.095
93 H 1.30229 6.03427 3.58829  C85 1.090
94 H 2.18340 2.81037 4.72888  C87 1.096
95 H 1.17699 2.94941 6.18315  C87 1.090
96 C 7.19950 2.44031 0.77799  C97 1.526, C100 1.522, H101 1.088, H102 1.092
97 C 8.29672 1.94463 -0.15892  C96 1.526, C98 1.522, H103 1.092, H104 1.088
98 C 7.87723 0.50036 -0.39039  C97 1.522, O99 1.433, H105 1.095, H106 1.090
99 O 6.44688 0.47416 -0.30395  C98 1.433, C100 1.431
100 C 5.97785 1.71512 0.23325  C96 1.522, O99 1.431, H107 1.096, H108 1.091
101 H 7.08061 3.52220 0.78306  C96 1.088
102 H 7.40569 2.11544 1.79995  C96 1.092
103 H 8.26573 2.50095 -1.09811  C97 1.092
104 H 9.29983 2.03151 0.25400  C97 1.088
105 H 8.28215 -0.15957 0.38451  C98 1.095
106 H 8.18507 0.11957 -1.36440  C98 1.090
107 H 5.50695 2.28510 -0.57588  C100 1.096
108 H 5.22657 1.51462 0.99913  C100 1.091